105
Properties=species:S:1:pos:R:3:forces:R:3 method="wB97M-V/def2-TZVPD" e_homo_ev=-10.72 smiles="CCOS(C)(=O)=O.CCOS(C)(=O)=O.CCOS(C)(=O)=O.CCOS(C)(=O)=O.CCOS(C)(=O)=O.CCOS(C)(=O)=O.CCOS(C)(=O)=O" gap_ev=11.0 energy_ha=-5200.78007 max_force_ha_per_bohr=0.098 e_above_lowest_kcal_mol=145.1
C 4.06241 -16.55509 20.45174 -0.634 -0.540 -1.933
C 3.31294 -16.51889 21.73348 3.886 0.757 1.875
O 2.21292 -17.33350 21.70689 -4.282 -0.021 -0.031
S 1.34963 -17.42162 23.10833 0.379 -0.442 1.332
C 2.25512 -18.93604 23.81160 -1.104 0.455 -0.435
O 1.69285 -16.25793 23.97865 -0.913 -2.403 -2.107
O -0.06642 -17.76130 22.83112 3.391 0.873 0.272
H 4.79613 -15.79341 20.18790 0.294 0.029 1.130
H 3.32668 -16.31707 19.68352 -0.267 -0.448 -0.344
H 4.46957 -17.54646 20.25300 0.023 0.081 -0.157
H 3.87599 -17.03052 22.51406 1.110 0.606 0.208
H 3.28728 -15.47293 22.03912 -1.357 -0.037 0.184
H 3.09209 -18.65368 24.45023 -0.424 0.325 0.149
H 2.64900 -19.61569 23.05592 -0.255 0.493 -0.505
H 1.46123 -19.48560 24.31739 0.244 0.209 0.433
C -6.08493 -18.09325 27.09532 -0.124 -0.547 -0.395
C -5.53632 -19.45671 26.60541 -1.984 -0.135 0.554
O -4.22087 -19.25493 26.24015 2.853 -0.901 -0.789
S -3.33906 -20.45365 25.49494 -0.603 0.033 -1.936
C -1.78975 -19.44303 25.13258 -2.794 -1.953 0.108
O -3.00258 -21.55878 26.42179 -1.107 2.228 -1.802
O -4.01791 -20.67880 24.16244 1.713 0.032 3.802
H -6.78919 -18.26578 27.90917 -0.248 0.153 -0.237
H -6.53519 -17.58389 26.24331 -0.333 -0.015 0.197
H -5.34574 -17.38258 27.46497 0.419 -0.443 0.060
H -5.66493 -20.26402 27.32639 0.490 0.181 0.683
H -6.13037 -19.86635 25.78846 0.013 0.496 -0.524
H -1.35451 -19.25401 26.11387 0.369 0.246 -0.522
H -2.18093 -18.65845 24.48489 0.403 0.248 0.440
H -1.36992 -20.22216 24.49633 0.884 0.298 0.224
C -6.95722 -6.47266 23.65998 0.393 0.225 -1.493
C -7.13642 -6.91355 25.06358 -0.948 -0.558 0.908
O -6.92761 -8.34638 25.33001 2.265 0.219 0.017
S -5.35631 -8.95898 25.39508 0.404 0.364 0.405
C -5.26947 -9.45714 27.21269 -0.196 0.909 -1.320
O -5.36474 -10.15657 24.55752 -0.101 1.880 1.136
O -4.36391 -7.89376 25.17246 -2.036 -1.562 0.150
H -7.96583 -6.39331 23.25437 0.326 0.419 -0.544
H -6.36813 -7.08287 22.97535 -0.173 -0.738 0.406
H -6.37159 -5.55665 23.58221 -0.546 0.413 0.237
H -6.71605 -6.17902 25.75050 0.832 -0.776 0.392
H -8.20197 -6.84376 25.28230 -0.028 -0.149 0.107
H -4.30422 -9.15433 27.61852 0.225 -0.453 -0.531
H -5.47992 -10.52610 27.24642 0.029 0.244 0.170
H -5.97763 -8.80776 27.72738 -0.370 -0.406 -0.153
C -1.19816 -15.81828 25.56436 -0.455 -1.260 0.265
C -2.34319 -15.02331 24.97483 1.004 -0.356 0.618
O -1.97117 -13.72618 25.47369 -1.565 2.192 -0.389
S -3.04934 -12.51651 25.19026 2.575 2.197 -2.566
C -2.62981 -12.15383 23.43390 -0.416 -0.636 0.717
O -4.41241 -12.91234 25.23992 -0.417 -0.984 0.687
O -2.58059 -11.35430 25.91039 -0.397 -1.288 0.456
H -1.26934 -16.88504 25.35208 -0.244 0.005 0.002
H -1.18449 -15.70065 26.64792 0.313 0.105 -0.020
H -0.27421 -15.52532 25.06577 -0.038 0.337 0.388
H -2.20229 -15.17980 23.90536 -0.640 0.779 -0.306
H -3.36840 -15.15263 25.32169 0.152 -0.850 -0.175
H -2.69064 -13.09759 22.89193 0.307 0.116 0.018
H -1.65097 -11.67624 23.39062 -0.072 -0.253 0.161
H -3.38191 -11.51048 22.97724 -0.035 0.082 0.484
C -2.23686 -18.15731 28.93690 -1.233 0.838 -2.188
C -3.53043 -18.80642 29.42427 0.751 1.581 -0.614
O -3.08170 -19.44772 30.54968 -0.777 -2.515 4.278
S -3.85745 -19.21726 31.98095 0.209 0.703 1.463
C -3.39050 -17.46218 32.21416 -0.735 -1.133 -0.298
O -5.30935 -19.32433 31.86102 2.004 -0.066 -0.377
O -3.16881 -19.92316 33.07728 -1.094 0.772 -2.784
H -1.93447 -17.16429 29.26941 -0.419 -0.116 0.937
H -2.62684 -17.92689 27.94548 1.119 0.031 -0.955
H -1.34954 -18.79034 28.94460 -0.386 -0.287 -0.228
H -4.30579 -18.06903 29.63208 -0.012 0.186 0.159
H -3.98232 -19.47620 28.69263 0.441 -0.317 0.160
H -4.04970 -17.15848 33.02738 0.500 0.199 0.192
H -3.62262 -16.86680 31.33113 0.032 -0.165 0.020
H -2.31850 -17.49947 32.40786 -0.249 0.268 0.275
C 1.17076 -20.40035 30.91163 1.103 1.435 0.250
C 2.06327 -20.27540 29.67698 -1.564 -1.817 0.245
O 2.09939 -18.91442 29.25442 0.732 0.349 -2.233
S 2.30644 -18.59192 27.58686 -0.823 -0.744 2.103
C 2.04444 -16.75709 27.74952 0.147 -0.244 -0.593
O 3.66975 -18.97598 27.22415 -2.110 0.960 0.201
O 1.15730 -19.20040 26.90995 1.723 1.007 0.574
H 0.11424 -20.14357 30.83460 -0.135 -0.926 -0.642
H 1.47654 -19.58637 31.56891 0.477 -0.194 0.518
H 1.47643 -21.35147 31.34754 -0.843 0.003 0.316
H 2.97138 -20.83125 29.91037 0.983 1.305 0.099
H 1.66358 -21.00454 28.97221 -0.461 0.706 -0.961
H 2.88905 -16.27494 28.24173 0.079 -0.405 -0.088
H 1.12030 -16.42903 28.22537 -0.036 -0.979 0.501
H 1.89781 -16.33916 26.75356 0.545 -0.383 -0.386
C -7.76222 -11.81374 18.26307 -1.849 -1.988 1.125
C -7.76584 -12.92994 19.39728 1.657 0.503 -1.530
O -6.35332 -13.05771 19.68183 1.961 -0.338 2.709
S -5.77945 -13.37495 21.24898 -1.876 2.020 -0.662
C -6.45239 -11.92118 22.09669 0.043 -0.029 -0.680
O -6.37314 -14.58113 21.72071 -0.025 -0.207 -0.110
O -4.36766 -13.17343 21.29170 0.034 -0.492 -1.012
H -8.51145 -12.23068 17.59008 -0.070 0.446 -0.490
H -6.81539 -11.78145 17.72402 -0.091 0.343 0.461
H -8.20363 -10.90868 18.68035 0.709 0.315 -0.308
H -8.37539 -12.68291 20.26649 0.082 -0.063 -0.077
H -7.98766 -13.90822 18.97084 -0.707 0.156 0.189
H -7.51530 -12.03412 22.31015 0.234 -0.152 0.270
H -6.33199 -11.08857 21.40360 0.008 -0.093 -0.171
H -5.83437 -11.65673 22.95472 -0.269 -0.546 0.185